A single C7H11NO2S molecule, computed with ωB97M-V/def2-TZVPD.

```
22
Properties=species:S:1:pos:R:3:mulliken_charge:R:1
C 2.593 -0.893 0.713 -0.87
C 2.064 0.399 -0.103 -0.26
O 1.041 0.093 -1.079 -0.43
C -0.264 0.521 -0.664 1.24
N -0.611 1.973 -0.659 -0.58
C -0.878 2.385 0.546 0.43
S -1.702 2.881 1.903 -0.21
C -0.769 -0.407 0.564 -1.02
C -2.321 -0.814 0.326 -0.32
O -2.353 -0.870 -1.136 -0.38
C -1.278 -0.118 -1.779 -0.84
H 1.784 -1.663 0.917 0.28
H 3.003 -0.574 1.737 0.27
H 3.443 -1.396 0.133 0.28
H 2.979 0.764 -0.702 0.30
H 1.794 1.276 0.590 0.24
H -0.253 -1.394 0.311 0.28
H -0.442 -0.117 1.614 0.46
H -3.118 -0.190 0.844 0.25
H -2.304 -1.906 0.690 0.27
H -0.578 -0.684 -2.475 0.25
H -1.830 0.735 -2.289 0.33
```

Summary:
- SMILES string: CCO[C@]1(N=C=S)CCOC1
- LUMO level: -0.28 eV

C7H11NO2S as an isolated structure, computed with ωB97M-V/def2-TZVPD.

```
22
Properties=species:S:1:pos:R:3:mulliken_charge:R:1
C -1.208 0.840 1.374 -0.45
C -0.395 0.430 2.361 0.13
C 1.746 1.302 -2.698 -0.37
C -0.079 2.067 4.305 -0.11
C -1.525 -0.044 0.216 -0.45
C 0.246 -0.908 2.425 -0.56
C -0.401 -1.093 0.067 -0.57
N -0.225 1.365 3.401 0.04
O 2.648 -1.175 -2.674 -0.58
O -0.101 -1.728 1.305 -0.46
S 1.441 -0.273 -2.532 0.49
H -1.739 1.793 1.585 0.36
H 2.747 1.701 -2.948 0.30
H 0.867 2.112 -2.607 0.22
H -0.426 -1.121 -4.704 0.25
H -2.567 -0.514 0.534 0.26
H -1.388 0.529 -0.649 0.41
H 1.265 -0.728 2.769 0.33
H -0.151 -1.413 3.265 0.36
H -0.707 -1.842 -0.574 0.48
H 0.411 -0.459 -0.284 0.19
H -0.460 -0.841 -3.939 -0.24
```

Summary:
- LUMO level: -0.52 eV

C7H11NO3S as an isolated structure, computed with ωB97M-V/def2-TZVPD.

```
23
Properties=species:S:1:pos:R:3:mulliken_charge:R:1
C -1.021 -1.225 -0.345 0.58
C 0.195 -2.131 -0.151 -0.59
C 1.139 -1.405 0.777 -0.94
C 0.549 0.086 0.897 0.57
C -0.444 0.154 -0.240 0.18
C -0.302 1.004 -1.429 -1.06
C 1.724 0.944 0.629 -1.29
N -2.263 -1.437 -0.346 -0.77
O -3.668 0.907 -0.976 -0.51
O -3.268 0.335 1.454 -0.54
O 1.395 2.294 0.261 -0.54
S -2.842 0.395 0.075 0.98
H -0.177 -3.039 0.241 0.45
H 0.732 -2.215 -1.097 0.24
H 1.159 -2.088 1.650 0.29
H 2.117 -1.366 0.368 0.35
H 0.072 0.345 1.825 0.46
H -0.451 2.059 -1.362 0.33
H -1.061 0.597 -2.210 0.31
H 0.641 1.211 -2.031 0.32
H 2.125 0.614 -0.345 0.44
H 2.507 1.131 1.330 0.43
H 1.142 2.829 1.024 0.31
```

Summary:
- LUMO level (spin up / spin down): -1.11 / -1.11 eV

An isolated ion of composition C7H11NOP and charge +1, computed with ωB97M-V/def2-TZVPD.

```
21
Properties=species:S:1:pos:R:3:mulliken_charge:R:1
O -1.966 -2.021 -2.636 -0.49
C -2.351 -1.902 -1.280 -0.49
C -1.241 -0.975 -0.648 0.66
C -0.297 -0.437 -1.493 -0.59
C 0.830 0.121 -0.947 -0.03
N 0.936 0.239 0.407 0.06
C 2.095 0.978 1.011 -1.02
P 1.867 2.943 0.555 0.09
C 0.008 -0.156 1.267 0.11
C -1.120 -0.764 0.761 -0.70
H -2.105 -2.841 -3.049 0.30
H -2.368 -2.739 -0.526 0.36
H -3.357 -1.497 -1.134 0.30
H -0.448 -0.558 -2.586 0.44
H 1.684 0.616 -1.522 0.38
H 2.933 0.679 0.432 0.43
H 2.220 0.874 2.102 0.47
H 3.235 2.916 0.616 0.08
H 2.028 3.095 1.887 0.08
H 0.224 0.136 2.397 0.25
H -1.923 -1.277 1.425 0.30
```

Summary:
- SMILES string: OCc1cc[n+](CP)cc1
- LUMO level: -4.14 eV
- Total charge: +1

A single C7H11O2P molecule, computed with ωB97M-V/def2-TZVPD.

```
21
Properties=species:S:1:pos:R:3:mulliken_charge:R:1
C 1.991 -2.145 0.162 -0.17
C 1.572 -1.074 0.477 -0.85
C -0.413 0.548 -0.800 -1.12
C 1.159 0.124 1.007 0.42
C 0.804 1.117 0.008 -0.13
C 0.338 2.432 0.665 -1.17
C -1.312 -2.239 -0.133 -0.93
O -2.846 0.118 0.508 -0.75
O -0.549 -0.468 1.674 -0.60
P -1.479 -0.441 0.386 0.99
H 2.234 -3.029 -0.317 0.49
H -0.958 1.445 -1.172 0.40
H -0.205 -0.094 -1.531 0.55
H 1.523 0.512 2.002 0.41
H 1.616 1.189 -0.595 0.62
H 1.001 2.970 1.413 0.34
H -0.587 2.029 1.208 0.29
H -0.059 3.001 -0.183 0.34
H -1.198 -2.202 -1.264 0.32
H -0.431 -2.552 0.372 0.23
H -2.282 -2.711 0.137 0.32
```

Summary:
- LUMO level: -0.57 eV

Calculated values (eV) of energy relative to the best compared isomer or geometry (same formula, charge and spin) for the records, taken in order: 2.930; 5.170; 5.505; 0.209; 0.814.